The following is a quantum chemistry calculation of a molecular structure, C5H10O4Sc at a distorted geometry, from the OMol25 dataset.

```
20
Properties=species:S:1:pos:R:3:mulliken_spin:R:1
O 0.904 1.922 -0.910 -0.005
C 1.988 1.038 -0.940 0.001
C 2.121 0.129 0.151 -0.006
O 1.299 -1.449 0.355 0.001
C 0.036 -1.471 -0.276 0.007
C -1.110 -0.980 0.604 -0.005
O -1.398 0.414 0.498 0.000
C -2.285 0.732 -0.563 0.002
H 2.949 1.573 -1.085 0.000
H 3.142 -0.237 0.326 0.000
H -0.169 -2.520 -0.532 0.000
H 0.057 -0.853 -1.190 0.000
H -2.028 -1.546 0.382 0.003
H -0.842 -1.143 1.657 -0.003
H -2.454 1.815 -0.529 0.018
H -1.844 0.465 -1.535 -0.001
H -3.238 0.200 -0.425 -0.008
Sc 0.097 2.007 0.901 0.993
O 1.512 0.546 1.421 -0.008
H 1.263 -0.642 1.689 0.011
```

Calculated values
Multiplicity = 2
Kohn-Sham gap (spin up / spin down) = 4.601 / 4.598 eV
LUMO (spin up / spin down) = -1.0 / -1.0 eV

The following is a quantum chemistry calculation of 2 unconnected molecules or ions with the total composition CH3NOS at a distorted geometry, from the OMol25 dataset.

```
7
Properties=species:S:1:pos:R:3:nbo_charge:R:1
C -0.246 1.185 0.510 0.326
N 0.739 -1.055 -0.475 -0.972
O -0.527 2.258 0.878 -0.490
S 1.025 0.100 0.726 0.515
H -1.474 0.231 -0.535 -0.162
H 0.566 -1.976 -0.083 0.384
H -0.083 -0.742 -1.020 0.399
```

Calculated values
Kohn-Sham gap = 9.432 eV
LUMO = 0.0 eV

The following is a quantum chemistry calculation of 2 unconnected molecules or ions with the total composition C2HBr2ClOS at a distorted geometry, from the OMol25 dataset.

```
8
Properties=species:S:1:pos:R:3:nbo_charge:R:1
C -2.059 0.781 -1.330 -0.407
C 1.173 0.037 1.539 0.321
O 0.294 0.821 1.505 -0.491
S -0.983 0.558 -2.407 0.540
Cl -2.489 0.170 0.122 0.180
Br 0.815 -0.881 -2.459 -0.311
Br 1.024 -1.819 1.403 0.020
H 2.225 0.332 1.627 0.148
```

Calculated values
Kohn-Sham gap = 8.705 eV
LUMO = -0.6 eV